Here is a structure of composition C58H109N13O6 at a distorted geometry from the Open Molecules 2025 dataset. Energies are from ωB97M-V/def2-TZVPD.

Atoms and positions in Å:
O1 1.791 1.637 -1.873
O2 -9.101 1.323 -0.703
O3 0.771 4.064 0.451
O4 -3.778 -2.596 -1.290
O5 6.784 -2.418 -0.420
O6 6.469 6.327 3.099
N1 4.032 1.264 0.476
N2 -1.164 -0.445 5.345
N3 0.066 -4.314 -5.038
N4 2.554 -1.330 -1.318
N5 4.187 0.012 -1.568
N6 3.033 5.142 2.199
N7 1.539 -4.389 -0.495
N8 -2.656 0.632 -0.409
N9 0.326 -2.155 3.637
N10 -0.726 -2.561 -2.863
N11 -2.479 -1.321 2.088
N12 -7.113 -0.798 -1.070
N13 -1.650 -1.161 -6.752
C1 0.873 1.045 -2.727
C2 -0.911 -3.256 2.129
C3 -0.910 2.507 0.352
C4 -0.246 0.989 3.875
C5 3.881 0.632 -2.823
C6 -2.733 -1.720 -1.596
C7 -2.109 -0.094 4.426
C8 -1.081 1.264 -4.098
C9 2.245 1.148 1.772
C10 4.443 5.053 2.549
C11 -10.335 0.985 -1.309
C12 -0.104 0.043 1.308
C13 -4.720 1.172 3.625
C14 -2.283 -4.327 -1.116
C15 2.729 0.870 0.518
C16 -3.390 -0.660 1.752
C17 -1.504 0.687 3.442
C18 0.868 2.914 -0.438
C19 0.816 -2.001 -4.034
C20 1.047 3.674 1.821
C21 3.426 -2.008 -4.286
C22 5.502 -1.834 -0.419
C23 0.375 -3.901 2.243
C24 7.165 6.309 1.887
C25 4.425 1.732 1.709
C26 2.102 -1.340 -4.609
C27 -4.488 0.169 1.299
C28 -0.510 -1.891 -0.292
C29 7.036 -3.257 0.675
C30 -8.744 0.386 0.271
C31 2.557 3.779 2.116
C32 2.412 -1.671 1.264
C33 -0.086 -0.418 -0.125
C34 -0.040 0.289 5.062
C35 0.430 -3.286 -4.542
C36 -1.136 0.157 -3.093
C37 -0.610 -2.290 -1.737
C38 -1.464 -4.735 -2.368
C39 -2.644 3.621 1.926
C40 3.326 1.605 2.591
C41 2.533 -1.444 -0.178
C42 1.076 -3.281 3.302
C43 3.033 1.890 -2.510
C44 5.064 6.374 3.020
C45 -0.896 -2.140 2.944
C46 3.205 -4.013 1.046
C47 -1.763 -0.198 -6.078
C48 -7.277 0.034 0.123
C49 -4.940 -2.063 -0.628
C50 -1.903 1.431 -0.060
C51 5.198 -1.095 -1.717
C52 -4.700 1.490 2.117
C53 0.741 -4.866 -1.183
C54 -2.023 0.968 -5.226
C55 3.435 -2.697 1.800
C56 -1.530 3.807 0.908
C57 -5.671 -0.916 -1.430
C58 -0.200 -5.609 -2.052
H1 -0.359 1.995 1.140
H2 -0.951 -0.833 -3.509
H3 4.822 7.235 2.397
H4 8.099 -3.448 0.824
H5 2.013 -1.210 -5.688
H6 5.440 2.093 1.780
H7 -3.167 -3.732 -1.343
H8 -0.315 0.267 -2.384
H9 -5.719 -2.788 -0.391
H10 0.001 -1.288 -4.157
H11 -3.530 3.205 1.445
H12 -0.680 4.358 1.311
H13 -2.701 -5.140 -0.523
H14 1.216 0.993 2.062
H15 -2.998 -0.985 -2.356
H16 5.381 -1.100 0.376
H17 3.744 -2.827 -4.931
H18 2.118 -0.330 -4.199
H19 4.710 6.529 4.039
H20 -2.325 -1.207 -0.725
H21 -9.330 -0.531 0.211
H22 2.886 2.545 -3.369
H23 -6.944 -0.637 0.914
H24 1.370 -1.908 1.480
H25 6.942 7.197 1.294
H26 4.609 1.258 -0.353
H27 4.012 -4.696 1.312
H28 -1.451 2.192 -3.662
H29 0.396 2.015 -0.041
H30 3.476 -0.066 -3.556
H31 0.265 3.040 -1.337
H32 2.171 0.585 -0.362
H33 -5.172 0.051 -1.362
H34 -5.598 -1.275 -2.457
H35 -1.437 -2.015 0.268
H36 -2.370 2.853 2.650
H37 -5.629 1.971 1.811
H38 -2.034 1.818 -5.908
H39 0.890 0.264 5.611
H40 -1.667 -1.411 3.144
H41 4.922 4.670 1.648
H42 -2.018 4.358 0.103
H43 -0.076 1.387 -4.503
H44 2.873 3.202 2.985
H45 -5.038 2.030 4.217
H46 0.187 1.078 1.487
H47 -6.756 0.991 0.168
H48 -11.141 1.237 -0.620
H49 -2.813 4.583 2.409
H50 0.894 -2.048 -2.948
H51 -1.548 -3.776 -0.530
H52 -1.296 -1.073 6.125
H53 -3.086 -0.555 4.420
H54 -8.912 0.812 1.260
H55 6.565 -4.241 0.684
H56 -0.712 0.270 -0.694
H57 6.060 -0.882 -2.349
H58 -10.386 -0.026 -1.712
H59 0.703 -4.741 1.648
H60 4.442 -2.320 1.624
H61 2.001 -3.539 3.796
H62 4.802 1.058 -3.220
H63 -1.897 1.008 2.489
H64 1.019 -0.034 -2.768
H65 3.301 -3.949 -0.038
H66 8.238 6.408 2.053
H67 3.478 2.605 -1.818
H68 0.605 2.715 2.092
H69 0.495 -0.545 2.004
H70 -7.633 -0.452 -1.864
H71 2.544 5.700 2.884
H72 3.293 -0.370 -1.293
H73 -5.419 -0.392 1.216
H74 -4.315 0.481 0.269
H75 1.860 2.573 -0.735
H76 -1.129 -0.092 1.653
H77 2.689 -0.710 1.696
H78 3.544 -2.223 -3.224
H79 0.123 -2.656 0.158
H80 4.250 -1.303 -4.401
H81 1.051 1.430 -3.731
H82 -2.206 -5.268 -2.963
H83 0.588 1.569 3.509
H84 6.665 -2.745 1.563
H85 -4.626 -1.645 0.328
H86 0.296 -5.929 -2.968
H87 0.958 -0.278 -0.408
H88 -0.216 2.623 -0.480
H89 -1.698 -3.552 1.452
H90 4.581 4.259 3.282
H91 3.087 3.297 1.294
H92 3.377 1.844 3.643
H93 -10.413 1.602 -2.204
H94 -3.842 2.086 1.806
H95 0.518 4.531 2.240
H96 7.086 5.375 1.330
H97 -1.866 -2.232 -2.014
H98 -1.175 -3.862 -2.954
H99 -0.443 -6.454 -1.407
H100 2.300 -4.502 1.405
H101 4.789 -2.649 -0.293
H102 -2.010 0.118 -2.442
H103 -3.695 0.948 3.923
H104 3.343 -2.904 2.866
H105 0.607 -1.447 4.300
H106 4.683 -1.836 -2.328
H107 -3.039 0.845 -4.852
H108 -0.121 1.242 -2.325
H109 -5.355 0.333 3.908

Summary:
Spin multiplicity   1
Net charge   0
ΔE to the lowest compared entry with this formula, charge and spin   1157.6 kcal per mole
DFT total energy   -3436.57863 a.u.
LUMO level   0.3 eV



Here is a cluster of 2 separate species, C3H8P2 in total at a distorted geometry from the Open Molecules 2025 dataset. Energies are from ωB97M-V/def2-TZVPD.

Atoms and positions in Å:
P1 0.710 -1.419 0.367
P2 -2.498 -0.666 0.444
C1 -3.792 -0.664 -0.429
C2 0.772 1.291 -0.064
C3 1.484 0.076 -0.478
H1 -4.675 -0.970 -0.906
H2 1.348 -0.120 -1.526
H3 0.873 1.408 1.101
H4 1.935 -1.861 0.906
H5 2.608 0.062 -0.356
H6 1.100 2.201 -0.384
H7 0.441 -0.584 1.527
H8 -0.305 1.245 -0.203

Summary:
Spin multiplicity   1
Net charge   0
ΔE to the lowest compared entry with this formula, charge and spin   41.7 kcal per mole
DFT total energy   -801.68494 a.u.
LUMO level   0.3 eV



Here is a cluster of 2 separate species, H4N5 in total at a distorted geometry from the Open Molecules 2025 dataset. Energies are from ωB97M-V/def2-TZVPD.

Atoms and positions in Å:
N1 0.610 -0.307 0.401
N2 -1.525 0.106 0.274
N3 1.683 -0.216 0.082
N4 2.780 -0.084 -0.233
N5 -2.224 -0.030 -0.705
H1 -0.826 -0.538 0.720
H2 3.559 -0.706 -0.254
H3 -1.479 0.978 0.833
H4 -2.576 0.796 -1.118

Summary:
Spin multiplicity   1
Net charge   +1
ΔE to the lowest compared entry with this formula, charge and spin   97.9 kcal per mole
DFT total energy   -275.73151 a.u.
LUMO level   -6.1 eV